{"formula": "C45H60N11OPSSi", "method": "ωB97M-V with the def2-TZVPD basis set", "e_lumo_ev": -0.41, "homo_ev": -8.17, "total_charge": 0, "smiles": "CN(C)C(=O)C[Si@@H]([PH2]=S)c1ccccn1.c1cc[nH]c1.c1cc[nH]c1.c1cc[nH]c1.c1cc[nH]c1.c1cc[nH]c1.c1cc[nH]c1.c1cc[nH]c1.c1cc[nH]c1.c1cc[nH]c1", "homo_lumo_gap_ev": 7.76, "species": ["C", "N", "C", "C", "O", "C", "Si", "P", "S", "C", "C", "C", "C", "C", "N", "H", "H", "H", "H", "H", "H", "H", "H", "H", "H", "H", "H", "H", "H", "H", "C", "C", "C", "N", "C", "H", "H", "H", "H", "H", "C", "C", "C", "N", "C", "H", "H", "H", "H", "H", "C", "C", "C", "N", "C", "H", "H", "H", "H", "H", "C", "C", "C", "N", "C", "H", "H", "H", "H", "H", "C", "C", "C", "N", "C", "H", "H", "H", "H", "H", "C", "C", "C", "N", "C", "H", "H", "H", "H", "H", "C", "C", "C", "N", "C", "H", "H", "H", "H", "H", "C", "C", "C", "N", "C", "H", "H", "H", "H", "H", "C", "C", "C", "N", "C", "H", "H", "H", "H", "H"], "xyz": [[4.287951, 2.644800, -1.268897], [4.313045, 2.949041, -2.709101], [5.652084, 2.611071, -3.223585], [4.043228, 4.326131, -2.978170], [4.916736, 5.135051, -3.092258], [2.617282, 4.707960, -3.236359], [1.432900, 4.587808, -1.770548], [0.117490, 6.408985, -1.543363], [-0.698821, 6.367084, 0.253043], [0.242061, 3.153903, -1.947242], [-0.447128, 2.674197, -0.837734], [-1.331023, 1.607570, -0.946775], [-1.473383, 1.035521, -2.206305], [-0.742303, 1.579604, -3.256446], [0.084029, 2.610389, -3.170192], [3.280013, 2.559052, -0.880290], [4.754663, 1.677853, -1.128398], [4.825018, 3.386004, -0.673835], [5.791802, 1.540508, -3.103753], [6.446912, 3.102180, -2.666227], [5.722810, 2.836450, -4.280372], [2.649311, 5.757111, -3.521961], [2.246927, 4.152611, -4.095527], [2.175525, 4.468453, -0.509719], [0.815551, 7.591764, -1.855127], [-0.875244, 6.251038, -2.527373], [-0.295384, 3.149306, 0.120672], [-1.875548, 1.239063, -0.092863], [-2.128484, 0.196576, -2.366461], [-0.846663, 1.119368, -4.232451], [-4.290008, -0.885573, 3.130300], [-4.681605, 0.342327, 3.731914], [-4.955539, 1.222777, 2.721077], [-4.742375, 0.574082, 1.535301], [-4.340483, -0.711330, 1.773788], [-4.000056, -1.793589, 3.634694], [-4.751875, 0.553400, 4.786462], [-5.280815, 2.248237, 2.743389], [-4.864575, 0.981007, 0.626709], [-4.125212, -1.387803, 0.964691], [10.397668, 6.041230, -2.687072], [10.083903, 5.276727, -3.843490], [8.720481, 5.153038, -3.891805], [8.200702, 5.809360, -2.811761], [9.213847, 6.354819, -2.073565], [11.378388, 6.327741, -2.346664], [10.778799, 4.867048, -4.557035], [8.078113, 4.657972, -4.599564], [7.219779, 5.875014, -2.598631], [9.007755, 6.917146, -1.179223], [3.387425, -1.298532, -5.757862], [4.155112, -0.439619, -4.923101], [3.294518, 0.480784, -4.385626], [2.042729, 0.207266, -4.862929], [2.087595, -0.873177, -5.698361], [3.743096, -2.138030, -6.331922], [5.215635, -0.491355, -4.737686], [3.464449, 1.302897, -3.708237], [1.219494, 0.731036, -4.629456], [1.198118, -1.245749, -6.176409], [-8.966023, -2.887576, 6.119267], [-9.066748, -1.474151, 6.230691], [-7.926924, -0.940540, 5.691505], [-7.141296, -1.973924, 5.263607], [-7.767920, -3.163629, 5.516457], [-9.689797, -3.615686, 6.446203], [-9.882672, -0.915195, 6.656572], [-7.608580, 0.080950, 5.575078], [-6.244118, -1.869642, 4.824646], [-7.310462, -4.101286, 5.248638], [-2.134361, -6.388566, 3.551443], [-1.336220, -5.623712, 4.447148], [-2.146433, -4.675003, 5.008997], [-3.401586, -4.836376, 4.487305], [-3.403508, -5.878987, 3.600217], [-1.811553, -7.216735, 2.942602], [-0.287096, -5.753736, 4.653441], [-1.939371, -3.904133, 5.731030], [-4.199767, -4.276859, 4.720527], [-4.302569, -6.166620, 3.083049], [7.754356, -3.085128, -9.268137], [6.517686, -3.532371, -9.807986], [5.524614, -3.077106, -8.982646], [6.112432, -2.375874, -7.966628], [7.469686, -2.373859, -8.133401], [8.737999, -3.264796, -9.667911], [6.374997, -4.119250, -10.699545], [4.455284, -3.190720, -9.031954], [5.621542, -1.931085, -7.213525], [8.113605, -1.868811, -7.434358], [1.902794, -8.244304, 3.887721], [2.863570, -9.276039, 4.074455], [2.318931, -10.188568, 4.937001], [1.069295, -9.747961, 5.278298], [0.807039, -8.565267, 4.643442], [2.005338, -7.368611, 3.268719], [3.840661, -9.339591, 3.626264], [2.711027, -11.108693, 5.334347], [0.440916, -10.219113, 5.901267], [-0.132010, -8.059341, 4.782210], [1.124493, 11.858607, -0.603213], [-0.225216, 11.967725, -0.171141], [-0.627428, 10.721438, 0.230753], [0.423411, 9.865904, 0.058320], [1.495847, 10.549609, -0.447356], [1.749563, 12.649814, -0.981502], [-0.829719, 12.858821, -0.156667], [-1.566375, 10.371242, 0.623130], [0.406289, 8.883486, 0.268911], [2.428328, 10.050149, -0.649294], [-12.005245, -7.803090, 7.071297], [-10.608925, -7.593015, 6.904514], [-10.456254, -6.489878, 6.108930], [-11.702659, -6.027059, 5.787937], [-12.652254, -6.820395, 6.371400], [-12.478511, -8.585167, 7.640431], [-9.810820, -8.183259, 7.321893], [-9.572250, -5.995797, 5.744346], [-11.890340, -5.228396, 5.211081], [-13.701117, -6.618453, 6.239866]], "atomic_forces_ev_per_a": [[-0.34, -0.09, -0.05], [0.68, 0.45, 0.06], [-0.10, -0.35, 0.25], [-0.65, -0.69, 0.03], [0.95, 0.73, -0.10], [-0.23, 0.31, 0.30], [0.37, -0.32, -0.48], [-0.49, -0.32, 0.69], [0.21, 0.15, -0.04], [-0.20, -0.21, 0.02], [-0.08, 0.05, 0.35], [0.24, 0.06, -0.75], [0.19, 0.43, 0.56], [-0.32, -0.43, -0.27], [0.15, 0.04, 0.30], [-0.25, 0.04, -0.03], [0.10, -0.16, 0.03], [0.16, 0.07, 0.01], [-0.07, -0.17, -0.02], [0.14, 0.22, -0.05], [0.02, 0.18, -0.12], [0.01, 0.15, -0.09], [-0.20, -0.29, 0.08], [-0.10, 0.24, 0.16], [-0.09, -0.02, -0.29], [0.27, 0.30, -0.34], [0.02, 0.06, 0.09], [-0.04, -0.05, 0.16], [-0.06, -0.14, -0.12], [-0.04, 0.10, -0.16], [-0.04, -0.06, 0.08], [-0.03, -0.03, 0.09], [0.00, 0.00, -0.07], [0.03, 0.00, 0.02], [-0.01, 0.03, -0.07], [0.09, 0.01, -0.03], [0.03, 0.02, 0.00], [0.00, 0.01, 0.01], [-0.05, 0.01, -0.01], [0.00, -0.02, 0.01], [0.02, 0.00, 0.00], [0.02, 0.00, 0.00], [-0.03, -0.02, 0.03], [-0.08, 0.01, 0.04], [-0.04, -0.03, -0.01], [0.01, 0.00, 0.00], [0.01, 0.00, -0.01], [0.00, 0.01, -0.01], [-0.04, -0.04, -0.08], [0.02, 0.01, 0.01], [0.07, -0.04, -0.03], [-0.02, -0.05, -0.07], [-0.08, -0.02, 0.03], [0.07, -0.05, -0.01], [-0.03, 0.04, -0.01], [-0.08, -0.08, 0.03], [0.01, -0.01, 0.01], [-0.09, -0.07, -0.11], [0.06, 0.07, 0.02], [0.01, -0.02, -0.02], [-0.06, -0.02, -0.01], [-0.01, 0.00, -0.02], [0.04, 0.01, 0.01], [0.01, -0.05, 0.01], [0.06, 0.01, -0.01], [0.01, 0.00, 0.05], [-0.01, 0.00, 0.01], [0.00, 0.01, -0.01], [-0.04, 0.10, -0.11], [-0.01, -0.02, 0.01], [0.02, -0.01, 0.01], [0.02, 0.02, -0.02], [-0.05, 0.02, -0.01], [0.02, 0.00, -0.02], [-0.03, 0.04, 0.00], [0.01, 0.00, -0.01], [0.01, 0.02, 0.00], [0.01, 0.00, 0.01], [-0.03, -0.03, 0.05], [0.00, -0.01, -0.01], [0.00, 0.00, -0.01], [0.01, 0.00, -0.01], [-0.02, 0.01, 0.04], [0.05, -0.01, -0.02], [-0.02, 0.00, 0.03], [0.01, 0.00, 0.00], [0.00, 0.00, -0.01], [0.00, -0.01, -0.01], [0.00, 0.08, -0.01], [0.02, 0.00, 0.00], [0.01, 0.01, -0.01], [0.00, 0.01, -0.01], [-0.03, -0.01, 0.03], [0.04, 0.00, -0.03], [-0.02, -0.05, 0.03], [0.00, 0.00, -0.01], [0.01, 0.00, 0.00], [0.02, 0.00, 0.00], [-0.02, -0.01, 0.01], [-0.02, 0.00, 0.01], [0.00, 0.02, -0.01], [0.00, 0.01, -0.01], [0.00, -0.03, -0.02], [0.10, 0.04, -0.07], [-0.04, -0.05, -0.01], [0.00, 0.01, 0.00], [0.00, 0.01, 0.00], [-0.01, 0.00, 0.00], [-0.12, -0.13, 0.16], [0.02, 0.02, 0.01], [0.01, 0.00, 0.01], [-0.02, -0.01, 0.01], [0.03, 0.03, -0.04], [0.00, -0.01, 0.03], [0.00, 0.02, -0.02], [0.00, 0.00, 0.01], [0.00, 0.00, 0.00], [0.01, -0.02, 0.00], [0.01, 0.02, -0.01], [-0.01, -0.01, 0.01]], "lowdin_charge": [-0.0698, -0.1906, -0.0783, -0.5261, 0.1015, -0.1893, 0.5643, 0.2174, 0.0459, -0.3876, -0.0868, -0.0450, -0.0440, -0.1660, 0.0587, 0.0521, 0.0909, 0.1004, 0.0799, 0.0836, 0.0973, 0.0782, 0.0885, 0.0044, -0.0640, -0.0504, 0.0867, 0.1017, 0.1039, 0.1031, -0.1238, -0.1191, -0.1305, 0.0047, -0.1368, 0.0776, 0.0933, 0.1096, 0.1416, 0.1077, -0.1163, -0.1142, -0.1488, 0.0085, -0.1441, 0.0872, 0.0874, 0.1021, 0.1167, 0.1030, -0.1184, -0.1072, -0.1264, 0.0203, -0.1333, 0.0751, 0.0853, 0.0773, 0.0954, 0.1065, -0.1138, -0.1076, -0.1396, 0.0099, -0.1464, 0.0733, 0.0901, 0.1035, 0.1088, 0.0983, -0.1144, -0.1187, -0.1371, -0.0012, -0.1396, 0.0909, 0.0840, 0.1064, 0.1266, 0.1050, -0.1147, -0.1146, -0.1448, 0.0063, -0.1417, 0.0879, 0.0878, 0.1034, 0.1059, 0.1040, -0.1099, -0.1138, -0.1446, 0.0027, -0.1422, 0.0888, 0.0883, 0.1040, 0.1431, 0.0806, -0.1158, -0.1138, -0.1406, -0.0056, -0.1536, 0.0878, 0.0879, 0.1063, 0.0478, 0.1010, -0.1130, -0.1098, -0.1515, 0.0028, -0.1434, 0.0886, 0.0890, 0.0939, 0.1420, 0.1038]}